P) Entry from the Open Molecules 2025 dataset: one molecule with the formula C4H11NS (ωB97M-V with the def2-TZVPD basis set).

Each atom is followed by the atoms it is bonded to, with distances in Å.
Atoms and positions in Å:
1 S 2.80410 -0.74241 0.95251  C4 1.818, H16 1.333
2 N -1.14516 -1.14418 0.23943  C3 1.463, H8 1.013, H11 1.010
3 C -0.54664 0.18711 0.34013  N2 1.463, C5 1.524, C6 1.561, H13 1.096
4 C 1.66441 -0.80493 -0.46252  S1 1.818, C5 1.518, H7 1.084, H14 1.092
5 C 0.66124 0.32829 -0.57776  C3 1.524, C4 1.518, H9 1.095, H12 1.093
6 C -1.52698 1.36519 0.04637  C3 1.561, H10 1.086, H15 1.093, H17 1.091
7 H 1.16121 -1.76455 -0.48246  C4 1.084
8 H -2.05535 -1.11410 0.68295  N2 1.013
9 H 1.16048 1.24084 -0.23521  C5 1.095
10 H -2.36361 1.46711 0.73065  C6 1.086
11 H -1.34052 -1.43306 -0.70896  N2 1.010
12 H 0.31675 0.56449 -1.58757  C5 1.093
13 H -0.30818 0.34798 1.39778  C3 1.096
14 H 2.35204 -0.77112 -1.31012  C4 1.092
15 H -1.88165 1.23875 -0.97988  C6 1.093
16 H 1.93075 -1.20896 1.84431  S1 1.333
17 H -0.88289 2.24354 0.11034  C6 1.091

- E_HOMO (eV) = -8.9665
- SMILES = C[C@@H](N)CCS
- lowest unoccupied orbital energy (eV) = 1.0

Mulliken atomic charge list, values in e, 4 entries:
1. S -0.206
2. N -0.624
3. C 0.372
4. C -0.818


Q) Entry from the Open Molecules 2025 dataset: one molecule with the formula C4H11NS (ωB97M-V with the def2-TZVPD basis set).

Each atom is followed by the atoms it is bonded to, with distances in Å.
Atoms and positions in Å:
1 S -1.48956 -1.04210 0.24006  C3 1.826, C4 1.780
2 N 1.74153 0.74721 1.91051  C6 1.424, H7 1.004, H15 1.006
3 C -0.12202 -0.42942 -0.80352  S1 1.826, C5 1.504, H9 1.095, H10 1.099
4 C -2.88556 -0.53500 -0.74023  S1 1.780, H8 1.115, H13 1.093, H14 1.074
5 C 1.26004 -0.44527 -0.20931  C3 1.504, C6 1.582, H12 1.093, H16 1.076
6 C 1.67148 0.90878 0.49777  N2 1.424, C5 1.582, H11 1.137, H17 1.079
7 H 0.92948 0.74435 2.50140  N2 1.004
8 H -3.71007 -0.26770 -0.03898  C4 1.115
9 H -0.22856 -1.11869 -1.64767  C3 1.095
10 H -0.39439 0.52650 -1.27199  C3 1.099
11 H 0.74035 1.53728 0.32463  C6 1.137
12 H 1.35026 -1.22036 0.55543  C5 1.093
13 H -3.04235 -1.43551 -1.33996  C4 1.093
14 H -2.84192 0.30690 -1.40484  C4 1.074
15 H 2.55138 1.03902 2.43052  N2 1.006
16 H 1.99654 -0.69551 -0.95347  C5 1.076
17 H 2.47337 1.37954 -0.05034  C6 1.079

- E_HOMO (eV) = -8.1941
- SMILES = CSCCCN
- lowest unoccupied orbital energy (eV) = 1.1

Mulliken atomic charge list, values in e, 4 entries:
1. S -0.111
2. N -0.508
3. C -0.764
4. C -0.833


R) Entry from the Open Molecules 2025 dataset: one molecule with the formula C4H11NS (ωB97M-V with the def2-TZVPD basis set).

Each atom is followed by the atoms it is bonded to, with distances in Å.
Atoms and positions in Å:
1 S -0.00978 0.48986 -2.15356  C4 1.834, H12 1.358
2 N -0.31762 1.31049 1.03296  C3 1.466, H8 1.012, H13 1.013
3 C -0.20912 -0.12068 1.33307  N2 1.466, C5 1.547, C6 1.554, H7 1.092
4 C -0.39013 -0.95334 -1.08753  S1 1.834, C6 1.570, H15 1.089, H16 1.084
5 C 0.56508 -0.35987 2.65088  C3 1.547, H9 1.092, H10 1.094, H17 1.093
6 C 0.49174 -0.93754 0.21173  C3 1.554, C4 1.570, H11 1.088, H14 1.083
7 H -1.16304 -0.61800 1.51936  C3 1.092
8 H 0.55901 1.73338 1.30902  N2 1.012
9 H 0.55981 -1.42193 2.90669  C5 1.092
10 H 0.06544 0.22915 3.42551  C5 1.094
11 H 0.46613 -1.98131 0.51909  C6 1.088
12 H -1.22061 0.83752 -2.65960  S1 1.358
13 H -1.04359 1.68161 1.63371  N2 1.013
14 H 1.47288 -0.52992 0.00192  C6 1.083
15 H -0.06022 -1.82285 -1.65383  C4 1.089
16 H -1.43435 -1.04980 -0.81164  C4 1.084
17 H 1.60502 -0.02356 2.63280  C5 1.093

- E_HOMO (eV) = -8.2554
- SMILES = C[C@@H](N)CCS
- lowest unoccupied orbital energy (eV) = 1.0

Mulliken atomic charge list, values in e, 4 entries:
1. S -0.268
2. N -0.579
3. C 0.352
4. C -0.648


S) Entry from the Open Molecules 2025 dataset: a 2-piece molecular cluster, C4H11NS overall (ωB97M-V with the def2-TZVPD basis set).

Each atom is followed by the atoms it is bonded to, with distances in Å.
Atoms and positions in Å:
1 S -1.12618 -2.52250 0.15532  C5 1.855, C6 1.878
2 N -0.09059 2.10490 0.17542  C4 1.404, H8 1.021, H14 1.016
3 C 1.98873 0.89440 0.00664  C4 1.342, H10 1.089, H13 1.073
4 C 0.99518 1.59805 -0.55673  N2 1.404, C3 1.342, H16 1.100
5 C -0.79922 -1.54469 -1.38720  S1 1.855, H7 1.031, H12 1.072, H15 1.092
6 C -0.89405 -1.20844 1.47739  S1 1.878, H9 1.125, H11 1.082, H17 1.067
7 H -1.02004 -2.09107 -2.23281  C5 1.031
8 H -0.29542 1.82829 1.13707  N2 1.021
9 H 0.19244 -0.96526 1.63572  C6 1.125
10 H 2.84352 0.66790 -0.62904  C3 1.089
11 H -1.19270 -1.74246 2.36973  C6 1.082
12 H -1.59118 -0.83808 -1.23553  C5 1.072
13 H 2.02127 0.52552 1.01377  C3 1.073
14 H -0.81922 2.61189 -0.31884  N2 1.016
15 H 0.16982 -1.04202 -1.42047  C5 1.092
16 H 1.02857 2.00302 -1.57856  C4 1.100
17 H -1.41094 -0.27943 1.38812  C6 1.067

- E_HOMO (eV) = -8.1974
- SMILES = C=CN.CSC
- lowest unoccupied orbital energy (eV) = 0.9

Mulliken atomic charge list, values in e, 4 entries:
1. S -0.101
2. N -0.405
3. C -0.796
4. C 0.073


The most stable structure shown above is P); the least stable is S).